Entry from the Open Molecules 2025 dataset: a molecular structure, C20H22N2PPdSbSe4 (the ωB97M-V functional and the def2-TZVPD basis).

## Properties
DFT total energy = -304773.593 eV
LUMO level = 0.15366 hartree

Geometry as ORCA input:
```
! RIJCOSX wB97M-V def2-TZVPD def2/J DEFGRID3
* xyz -2 1
Pd 0.357 -2.142 1.393
C -1.610 0.002 2.772
N -0.259 -0.385 2.401
C 0.732 0.345 2.765
C 2.057 -0.076 2.452
C 3.321 0.488 2.662
C 4.239 -0.442 2.164
C 3.488 -1.523 1.672
N 2.186 -1.299 1.851
C -2.204 0.993 1.794
C -2.259 0.697 0.433
C -2.759 1.623 -0.469
C -3.231 2.852 -0.024
C -3.198 3.149 1.330
C -2.681 2.223 2.231
H -1.611 0.456 3.770
H -2.213 -0.906 2.808
H 0.571 1.263 3.335
H 3.530 1.440 3.129
H 5.316 -0.362 2.163
H 3.833 -2.447 1.233
H -1.886 -0.260 0.090
H -2.768 1.389 -1.528
H -3.616 3.576 -0.733
H -3.563 4.105 1.688
H -2.641 2.463 3.288
Se -0.282 -4.251 4.242
Sb -0.752 -4.939 1.951
Se 1.223 -4.288 0.508
Se -1.941 -3.013 0.861
Se -1.686 -7.143 1.644
C 2.336 -1.211 -1.672
P 0.555 -0.870 -1.359
C -0.197 -2.199 -2.368
C 0.330 0.599 -2.446
C 0.866 1.811 -1.997
C 0.654 2.994 -2.684
C -0.129 3.003 -3.834
C -0.683 1.814 -4.285
C -0.450 0.625 -3.602
H 2.947 -0.440 -1.201
H 2.559 -1.275 -2.740
H 2.573 -2.159 -1.188
H 0.220 -2.253 -3.378
H -1.281 -2.081 -2.403
H -0.004 -3.132 -1.832
H 1.438 1.820 -1.074
H 1.080 3.919 -2.311
H -0.312 3.930 -4.364
H -1.302 1.809 -5.175
H -0.894 -0.292 -3.968
*
```

From a Löwdin analysis of the wavefunction, the atomic charges in e read: 0.266 -0.199 -0.082 -0.097 -0.341 -0.092 -0.134 -0.203 -0.082 -0.201 -0.049 -0.080 -0.114 -0.114 -0.061 0.111 0.066 0.130 0.078 0.067 0.080 0.026 0.097 0.089 0.087 0.100 -0.338 -0.384 -0.066 -0.051 -0.345 -0.291 0.878 -0.334 -0.387 -0.113 -0.107 -0.124 -0.114 -0.108 0.029 0.035 -0.008 0.036 0.027 -0.035 0.102 0.092 0.086 0.090 0.084

---

Entry from the Open Molecules 2025 dataset: a single C20H22N4O2 molecule in a non-equilibrium geometry (the ωB97M-V functional and the def2-TZVPD basis).

## Properties
Structure (SMILES) = C=C(CN1CCN(C2=Cc3ccccc3Cn3ccnc32)CC1)C(=O)O
DFT total energy = -31151.146 eV
LUMO level = 0.01134 hartree

Geometry as ORCA input:
```
! RIJCOSX wB97M-V def2-TZVPD def2/J DEFGRID3
* xyz 0 1
C 2.908 0.930 5.160
C 2.704 -0.329 4.538
C 1.352 -0.636 3.886
N 1.547 -1.011 2.485
C 1.982 0.066 1.556
C 0.830 1.024 1.172
N -0.362 0.248 0.661
C -0.748 0.354 -0.695
C -2.120 0.122 -0.945
C -2.783 0.035 -2.267
C -3.923 -0.785 -2.339
C -4.635 -0.922 -3.526
C -4.267 -0.187 -4.650
C -3.153 0.701 -4.565
C -2.407 0.774 -3.391
C -1.314 1.779 -3.331
N -0.041 1.142 -3.026
C 1.089 1.208 -3.797
C 2.072 0.692 -3.039
N 1.564 0.232 -1.804
C 0.264 0.550 -1.833
C -0.726 -0.920 1.473
C 0.457 -1.826 1.879
C 3.835 -1.274 4.501
O 4.689 -1.214 5.348
O 3.855 -2.135 3.456
H 2.149 1.694 5.223
H 3.875 1.181 5.613
H 0.678 0.188 3.969
H 0.889 -1.465 4.413
H 2.465 -0.414 0.635
H 2.757 0.654 2.039
H 1.201 1.696 0.366
H 0.555 1.672 2.019
H -2.751 -0.078 -0.066
H -4.240 -1.311 -1.448
H -5.502 -1.585 -3.561
H -4.792 -0.182 -5.589
H -2.915 1.311 -5.419
H -1.528 2.544 -2.559
H -1.197 2.308 -4.272
H 1.149 1.579 -4.825
H 3.117 0.611 -3.323
H -1.188 -0.567 2.399
H -1.395 -1.554 0.925
H 0.865 -2.365 1.029
H 0.097 -2.583 2.600
H 3.042 -1.953 2.924
*
```

From a Löwdin analysis of the wavefunction, the atomic charges in e read: 0.132 -0.160 -0.151 -0.205 -0.145 -0.113 -0.090 -0.108 0.027 -0.172 -0.039 -0.086 -0.069 -0.023 -0.173 -0.080 -0.036 -0.079 -0.130 0.109 -0.223 -0.145 -0.132 -0.517 0.102 0.104 0.057 0.075 0.101 0.130 0.134 0.111 0.119 0.113 0.115 0.109 0.105 0.093 0.103 0.148 0.122 0.126 0.097 0.119 0.106 0.120 0.126 0.073

---

Entry from the Open Molecules 2025 dataset: a single C20H22N4O2 molecule in a non-equilibrium geometry (the ωB97M-V functional and the def2-TZVPD basis).

## Properties
Structure (SMILES) = O=C(Nc1ccc([C@]23CC[C@H](CO2)NC3)cc1)c1cnc(C2CC2)nc1
DFT total energy = -31151.322 eV
LUMO level = -0.00035 hartree

Geometry as ORCA input:
```
! RIJCOSX wB97M-V def2-TZVPD def2/J DEFGRID3
* xyz 0 1
O -0.593 2.830 0.074
C 0.481 2.483 -0.424
N 0.940 1.164 -0.356
C 0.293 0.022 0.134
C 1.063 -1.117 0.392
C 0.519 -2.278 0.926
C -0.867 -2.375 1.149
C -1.522 -3.658 1.637
C -1.812 -4.606 0.486
C -2.420 -5.932 1.086
C -2.677 -5.798 2.620
C -3.470 -4.482 2.879
O -2.800 -3.330 2.262
N -1.338 -5.591 3.242
C -0.638 -4.402 2.658
C -1.635 -1.237 0.882
C -1.084 -0.049 0.360
C 1.258 3.498 -1.044
C 2.417 3.218 -1.778
N 3.012 4.117 -2.504
C 2.480 5.342 -2.586
C 3.094 6.356 -3.556
C 3.407 7.794 -3.055
C 2.249 7.555 -4.083
N 1.464 5.741 -1.814
C 0.851 4.813 -1.067
H 1.921 1.040 -0.603
H 2.118 -1.106 0.202
H 1.170 -3.138 1.160
H -0.896 -4.836 -0.083
H -2.516 -4.127 -0.267
H -3.352 -6.174 0.583
H -1.715 -6.727 0.920
H -3.209 -6.656 3.010
H -4.461 -4.567 2.431
H -3.600 -4.333 3.926
H -1.364 -5.496 4.257
H -0.226 -3.716 3.404
H 0.249 -4.793 2.114
H -2.728 -1.302 0.950
H -1.788 0.779 0.202
H 2.801 2.200 -1.764
H 3.832 5.940 -4.210
H 3.083 8.033 -2.041
H 4.325 8.218 -3.414
H 1.242 7.683 -3.718
H 2.434 7.878 -5.101
H 0.008 5.122 -0.477
*
```

From a Löwdin analysis of the wavefunction, the atomic charges in e read: 0.064 -0.404 0.132 -0.227 -0.027 -0.024 -0.148 -0.425 -0.091 -0.109 -0.274 -0.113 -0.090 -0.017 -0.120 -0.001 0.007 -0.127 -0.066 0.132 -0.280 -0.190 -0.091 -0.090 0.152 -0.023 0.121 0.102 0.116 0.121 0.142 0.106 0.101 0.135 0.117 0.104 0.106 0.130 0.113 0.122 0.112 0.114 0.115 0.094 0.082 0.084 0.086 0.125

---

Entry from the Open Molecules 2025 dataset: a molecular structure, C20H22N4O2RhSSi in a non-equilibrium geometry (the ωB97M-V functional and the def2-TZVPD basis).

## Properties
DFT total energy = -52867.858 eV
LUMO level = -0.14930 hartree

Geometry as ORCA input:
```
! RIJCOSX wB97M-V def2-TZVPD def2/J DEFGRID3
* xyz 1 1
Rh -0.084 1.061 0.564
N 1.384 1.108 1.988
N 2.603 0.733 1.359
C 2.477 -0.013 0.168
O 3.405 -0.618 -0.288
O 1.279 0.075 -0.392
H 1.462 2.055 2.353
H 1.186 0.467 2.761
H 3.340 0.440 1.984
C 2.260 -3.484 2.902
C 1.868 -3.356 1.574
C 0.851 -2.481 1.234
C 0.209 -1.713 2.214
C 0.620 -1.855 3.544
C 1.637 -2.737 3.889
Si -1.161 -0.525 1.796
C -2.570 -1.067 0.721
C -3.557 -1.836 1.350
C -4.654 -2.303 0.645
C -4.788 -2.001 -0.704
C -3.817 -1.244 -1.344
C -2.719 -0.782 -0.634
H 3.053 -4.172 3.164
H 2.360 -3.937 0.806
H 0.561 -2.388 0.195
H 0.130 -1.283 4.326
H 1.938 -2.845 4.923
H -1.593 0.084 3.081
H -3.473 -2.082 2.404
H -5.406 -2.899 1.144
H -5.647 -2.359 -1.255
H -3.915 -1.015 -2.397
H -1.967 -0.212 -1.176
N 0.487 4.665 0.353
C 0.066 3.700 -0.486
S -1.453 2.949 -0.148
N 0.878 3.372 -1.481
C 0.812 2.387 -2.523
C 2.037 2.103 -3.119
C 2.112 1.165 -4.131
C 0.964 0.512 -4.557
C -0.252 0.814 -3.968
C -0.346 1.753 -2.949
H -0.189 5.027 1.005
H 1.280 5.249 0.133
H 1.769 3.853 -1.489
H 2.938 2.600 -2.778
H 3.070 0.943 -4.582
H 1.017 -0.221 -5.349
H -1.154 0.323 -4.306
H -1.308 1.988 -2.526
*
```

From a Löwdin analysis of the wavefunction, the atomic charges in e read: 0.702 -0.046 0.051 -0.684 0.114 -0.173 0.125 0.083 0.153 -0.060 -0.054 -0.099 -0.345 -0.134 -0.073 0.672 -0.320 -0.103 -0.068 -0.064 -0.071 -0.114 0.112 0.117 0.112 0.096 0.109 0.003 0.105 0.111 0.111 0.108 0.070 0.111 -0.800 0.669 0.090 -0.249 -0.025 -0.051 -0.059 -0.059 -0.066 0.102 0.122 0.153 0.121 0.116 0.113 0.112 0.052

---

Copy entry 1 word for word.
Entry from the Open Molecules 2025 dataset: a molecular structure, C20H22N2PPdSbSe4 (the ωB97M-V functional and the def2-TZVPD basis).

## Properties
DFT total energy = -304773.593 eV
LUMO level = 0.15366 hartree

Geometry as ORCA input:
```
! RIJCOSX wB97M-V def2-TZVPD def2/J DEFGRID3
* xyz -2 1
Pd 0.357 -2.142 1.393
C -1.610 0.002 2.772
N -0.259 -0.385 2.401
C 0.732 0.345 2.765
C 2.057 -0.076 2.452
C 3.321 0.488 2.662
C 4.239 -0.442 2.164
C 3.488 -1.523 1.672
N 2.186 -1.299 1.851
C -2.204 0.993 1.794
C -2.259 0.697 0.433
C -2.759 1.623 -0.469
C -3.231 2.852 -0.024
C -3.198 3.149 1.330
C -2.681 2.223 2.231
H -1.611 0.456 3.770
H -2.213 -0.906 2.808
H 0.571 1.263 3.335
H 3.530 1.440 3.129
H 5.316 -0.362 2.163
H 3.833 -2.447 1.233
H -1.886 -0.260 0.090
H -2.768 1.389 -1.528
H -3.616 3.576 -0.733
H -3.563 4.105 1.688
H -2.641 2.463 3.288
Se -0.282 -4.251 4.242
Sb -0.752 -4.939 1.951
Se 1.223 -4.288 0.508
Se -1.941 -3.013 0.861
Se -1.686 -7.143 1.644
C 2.336 -1.211 -1.672
P 0.555 -0.870 -1.359
C -0.197 -2.199 -2.368
C 0.330 0.599 -2.446
C 0.866 1.811 -1.997
C 0.654 2.994 -2.684
C -0.129 3.003 -3.834
C -0.683 1.814 -4.285
C -0.450 0.625 -3.602
H 2.947 -0.440 -1.201
H 2.559 -1.275 -2.740
H 2.573 -2.159 -1.188
H 0.220 -2.253 -3.378
H -1.281 -2.081 -2.403
H -0.004 -3.132 -1.832
H 1.438 1.820 -1.074
H 1.080 3.919 -2.311
H -0.312 3.930 -4.364
H -1.302 1.809 -5.175
H -0.894 -0.292 -3.968
*
```

From a Löwdin analysis of the wavefunction, the atomic charges in e read: 0.266 -0.199 -0.082 -0.097 -0.341 -0.092 -0.134 -0.203 -0.082 -0.201 -0.049 -0.080 -0.114 -0.114 -0.061 0.111 0.066 0.130 0.078 0.067 0.080 0.026 0.097 0.089 0.087 0.100 -0.338 -0.384 -0.066 -0.051 -0.345 -0.291 0.878 -0.334 -0.387 -0.113 -0.107 -0.124 -0.114 -0.108 0.029 0.035 -0.008 0.036 0.027 -0.035 0.102 0.092 0.086 0.090 0.084